(1)
Density functional theory data (ωB97M-V/def2-TZVPD) for an isolated molecule of CFN3O2 at a distorted geometry.

Each line ends with the natural charge from an NBO analysis.
Element x y z (Å)
N: -2.6929 -0.3261 -0.4785  -0.322
C: -1.7189 -0.0240 -0.0031  0.509
O: -0.6929 0.3247 0.6942  -0.334
N: 0.6077 0.3720 0.0537  0.503
O: 0.9115 1.3205 -0.6203  -0.328
N: 1.1664 -0.6931 0.3681  0.127
F: 2.4192 -0.9741 -0.0141  -0.154

Forces on atoms 1 to 6 (eV/Å):
-2.8 -0.9 -1.6
2.6 0.6 0.8
0.3 0.7 1.3
2.0 0.5 -2.3
-0.4 -0.2 0.5
-1.9 -2.5 2.2

Output
* maximum force: 3.858 eV Å⁻¹
* relative energy (zero: lowest compared OMol25 entry of this formula, charge and spin): 61.6 kcal/mol
* gap between HOMO and LUMO: 11.434 eV
* E_HOMO: -12.0 eV
* molecular weight: 105.028 g mol⁻¹
* SMILES string: N#CO/[N+]([O-])=N/F

=====

(2)
Density functional theory data (ωB97M-V/def2-TZVPD) for the ion CFN4S with charge -1 at a distorted geometry.

Each line ends with the natural charge from an NBO analysis.
Element x y z (Å)
C: 0.7125 -0.1229 0.5417  0.015
N: -0.6973 1.1772 1.0576  -0.242
N: -1.4289 1.0239 0.0849  -0.050
N: -1.1561 0.2169 -0.8527  -0.272
N: 0.0642 -0.3954 -0.5334  0.073
F: 0.4254 -1.2980 -1.5610  -0.218
S: 2.0801 -0.6017 1.2629  -0.306

Forces on atoms 1 to 6 (eV/Å):
-2.5 1.8 0.2
2.9 -1.9 0.2
-0.5 0.1 -0.4
-0.6 -0.6 -1.5
0.1 0.0 -0.1
-0.3 1.0 1.3

Output
* maximum force: 3.518 eV Å⁻¹
* relative energy (zero: lowest compared OMol25 entry of this formula, charge and spin): 84.3 kcal/mol
* total charge: -1
* gap between HOMO and LUMO: 7.397 eV
* E_HOMO: -3.6 eV
* molecular weight: 119.104 g mol⁻¹

=====

(3)
Density functional theory data (ωB97M-V/def2-TZVPD) for a cluster of 2 separate species, CFNO4S in total at a distorted geometry.

Each line ends with the natural charge from an NBO analysis.
Element x y z (Å)
C: -2.9817 0.0679 -0.0507  0.564
N: -1.8649 0.3700 0.0472  -0.747
O: -4.1217 -0.3454 0.0288  -0.813
O: 1.2242 -1.3033 0.5788  -0.961
O: 1.5437 1.2150 0.8229  -0.979
O: 1.4331 0.2437 -1.3972  -0.973
F: 3.2487 -0.2526 -0.0192  -0.658
S: 1.5185 0.0048 -0.0107  2.568

Forces on atoms 1 to 6 (eV/Å):
-0.4 -0.7 0.9
2.0 1.0 -0.5
-1.9 -0.3 -0.5
-0.9 1.7 -0.7
-1.0 -1.6 -0.5
-1.5 -0.2 -2.0

Output
* maximum force: 4.768 eV Å⁻¹
* relative energy (zero: lowest compared OMol25 entry of this formula, charge and spin): 0.0 kcal/mol
* total charge: -2
* gap between HOMO and LUMO: 7.303 eV
* E_HOMO: -0.7 eV
* molecular weight: 141.079 g mol⁻¹

=====

(4)
Density functional theory data (ωB97M-V/def2-TZVPD) for a cluster of 4 separate species, CH10N2O3 in total at a distorted geometry.

Each line ends with the natural charge from an NBO analysis.
Element x y z (Å)
H: -1.7449 0.5842 -1.6815  0.355
N: -1.5534 0.2786 -0.6895  -0.801
C: -1.4283 -0.9951 -0.6506  0.319
N: -0.6417 -1.7379 0.1660  -0.831
H: -1.7235 -1.5432 -1.5322  0.127
H: -0.3131 -2.6455 -0.1015  0.394
H: -0.0223 -1.1477 0.7538  0.422
O: 0.7122 0.0471 1.9379  -0.988
H: 0.4056 0.9264 1.6761  0.515
H: 1.0278 0.1075 2.7941  0.474
O: -0.0376 2.2428 0.5497  -0.987
H: -0.9612 2.0122 0.3715  0.512
H: 0.4240 2.4434 -0.2746  0.492
O: 1.7056 0.0993 -1.2440  -0.960
H: 1.6258 -0.3202 -0.3523  0.487
H: 2.5250 -0.3519 -1.7228  0.472

Forces on atoms 1 to 6 (eV/Å):
-0.6 -0.7 1.6
0.0 0.5 -0.4
1.3 -0.2 -2.4
0.0 1.6 1.5
-0.5 -0.6 -0.2
-0.3 0.0 -0.2

Output
* maximum force: 3.525 eV Å⁻¹
* relative energy (zero: lowest compared OMol25 entry of this formula, charge and spin): 25.7 kcal/mol
* gap between HOMO and LUMO: 9.498 eV
* E_HOMO: -8.8 eV
* molecular weight: 98.102 g mol⁻¹
* SMILES string: [H]/N=C/N.O.O.O

=====

(5)
Density functional theory data (ωB97M-V/def2-TZVPD) for a cluster of 4 separate species, CH10N2O3 in total at a distorted geometry.

Each line ends with the natural charge from an NBO analysis.
Element x y z (Å)
H: 2.3283 -1.2305 1.8710  0.353
N: 1.6519 -0.6062 1.4508  -0.765
C: 1.5710 0.5318 2.0262  0.289
N: 0.4932 1.3166 1.7069  -0.800
H: 2.1673 0.8300 2.8806  0.167
H: 0.5971 2.3075 1.8055  0.383
H: -0.0828 1.0785 0.9177  0.389
O: -1.9575 -0.8616 -2.2958  -0.972
H: -1.5998 -1.5304 -2.8816  0.485
H: -1.5726 -1.0007 -1.4275  0.493
O: -0.0075 -2.0563 -0.4622  -0.987
H: 0.2045 -1.3846 0.1952  0.498
H: 0.8122 -2.3633 -0.8317  0.476
O: -1.8069 1.9182 -1.7277  -0.954
H: -1.9050 0.9515 -1.7244  0.490
H: -0.8934 2.0994 -1.5027  0.454

Forces on atoms 1 to 6 (eV/Å):
0.3 0.2 0.0
0.1 0.1 0.2
-1.3 -1.3 -0.6
0.5 0.9 0.3
0.2 0.4 0.0
0.0 0.3 0.3

Output
* maximum force: 1.980 eV Å⁻¹
* relative energy (zero: lowest compared OMol25 entry of this formula, charge and spin): 14.9 kcal/mol
* gap between HOMO and LUMO: 10.696 eV
* E_HOMO: -10.1 eV
* molecular weight: 98.102 g mol⁻¹
* SMILES string: [H]/N=C/N.O.O.O

=====

(6)
Density functional theory data (ωB97M-V/def2-TZVPD) for a cluster of 4 separate species, CH10N2O4 in total at a distorted geometry.

Each line ends with the natural charge from an NBO analysis.
Element x y z (Å)
N: 3.9887 11.2887 8.5979  -0.812
C: 3.1497 10.3402 8.3240  0.750
N: 2.8237 10.4291 7.1086  -0.796
O: 2.7947 9.4562 9.0885  -0.702
H: 4.4486 11.3327 9.4960  0.417
H: 4.2934 11.9006 7.8543  0.374
H: 3.1032 11.2873 6.6552  0.377
H: 2.3305 9.6903 6.6280  0.410
O: 1.0084 6.0968 8.0954  -0.940
H: 0.7392 5.2299 7.7914  0.479
H: 0.5005 6.7070 7.5607  0.477
O: 5.2301 7.4145 11.2254  -0.969
H: 4.7103 7.0614 10.5033  0.496
H: 4.8471 7.0234 12.0106  0.458
O: 3.5174 6.8364 9.0643  -1.008
H: 2.6655 6.5570 8.7291  0.495
H: 3.4958 7.7917 9.0083  0.493

Forces on atoms 1 to 6 (eV/Å):
3.1 3.4 2.4
0.2 -2.4 3.5
-2.5 0.1 -6.5
-0.3 -0.4 0.7
-0.2 0.0 -0.2
0.3 -0.1 0.7

Output
* maximum force: 6.995 eV Å⁻¹
* relative energy (zero: lowest compared OMol25 entry of this formula, charge and spin): 27.4 kcal/mol
* gap between HOMO and LUMO: 10.400 eV
* E_HOMO: -10.0 eV
* molecular weight: 114.101 g mol⁻¹
* SMILES string: NC(N)=O.O.O.O